[1]
{"formula": "C23H60N2O13Sr", "method": "ωB97M-V/def2-TZVPD", "lumo_ev": -2.446, "species": ["Sr", "C", "C", "O", "O", "H", "H", "H", "C", "C", "O", "O", "H", "H", "H", "C", "O", "H", "H", "H", "H", "O", "H", "H", "O", "H", "H", "O", "H", "H", "O", "H", "H", "O", "H", "H", "O", "H", "H", "C", "C", "C", "C", "C", "C", "N", "O", "C", "C", "C", "H", "H", "H", "H", "H", "H", "H", "H", "H", "H", "H", "H", "H", "H", "H", "H", "H", "H", "H", "C", "C", "C", "C", "C", "C", "N", "O", "C", "C", "C", "H", "H", "H", "H", "H", "H", "H", "H", "H", "H", "H", "H", "H", "H", "H", "H", "H", "H", "H"], "xyz": [[15.22, 9.09, -2.79], [13.57, 5.05, -0.80], [13.91, 5.69, -2.13], [14.66, 6.75, -2.15], [13.55, 5.09, -3.18], [12.51, 4.77, -0.83], [13.73, 5.70, 0.06], [14.20, 4.17, -0.66], [12.43, 8.69, 0.46], [13.39, 9.83, 0.34], [13.52, 10.59, 1.26], [14.07, 9.90, -0.80], [12.86, 7.78, 0.02], [11.50, 8.85, -0.09], [12.29, 8.48, 1.52], [16.22, 2.60, 2.31], [15.18, 3.12, 1.46], [17.14, 2.37, 1.74], [16.43, 3.25, 3.15], [15.94, 1.61, 2.69], [15.38, 4.07, 1.39], [13.59, 2.14, -3.63], [12.63, 2.05, -3.62], [13.73, 3.10, -3.60], [15.37, 4.75, -5.48], [14.91, 5.24, -4.78], [15.83, 4.03, -5.02], [15.25, 1.35, -0.88], [14.87, 1.98, -1.50], [15.50, 1.88, -0.10], [16.44, 5.48, 0.46], [16.48, 4.91, -0.34], [16.01, 6.29, 0.17], [16.72, 3.93, -1.87], [16.79, 3.10, -2.36], [16.46, 4.60, -2.52], [12.45, 7.18, -5.11], [11.49, 7.22, -5.15], [12.67, 6.24, -5.05], [10.53, 2.52, -1.29], [9.47, 3.59, -1.22], [9.30, 4.00, 0.26], [8.44, 5.24, 0.41], [8.98, 6.39, -0.40], [9.25, 6.05, -1.87], [9.94, 4.78, -1.91], [10.41, 4.47, -3.22], [7.98, 6.14, -2.74], [10.25, 7.12, -2.29], [8.14, 2.99, -1.71], [11.52, 2.88, -1.03], [10.61, 2.17, -2.34], [10.29, 1.57, -0.81], [8.87, 3.18, 0.84], [10.30, 4.15, 0.67], [8.55, 5.55, 1.46], [7.37, 5.01, 0.32], [9.88, 6.74, 0.11], [8.26, 7.21, -0.41], [7.38, 7.01, -2.43], [8.22, 6.34, -3.78], [7.35, 5.27, -2.61], [11.27, 6.87, -2.01], [10.27, 7.22, -3.39], [9.92, 8.13, -2.01], [8.05, 2.00, -1.27], [8.02, 2.95, -2.80], [7.28, 3.59, -1.40], [11.33, 4.82, -3.23], [9.69, 8.37, 3.57], [10.61, 7.32, 4.18], [10.69, 6.17, 3.20], [11.88, 5.24, 3.43], [13.16, 6.05, 3.43], [13.15, 7.20, 4.42], [11.93, 7.91, 4.30], [11.94, 9.06, 5.16], [13.48, 6.65, 5.82], [14.26, 8.12, 3.97], [10.04, 6.83, 5.52], [8.74, 7.92, 3.28], [10.11, 8.84, 2.68], [9.45, 9.16, 4.30], [9.85, 5.49, 3.32], [10.73, 6.63, 2.21], [12.00, 4.49, 2.64], [11.72, 4.69, 4.36], [13.25, 6.43, 2.40], [14.04, 5.44, 3.60], [12.98, 5.70, 6.02], [14.55, 6.49, 5.92], [13.18, 7.31, 6.65], [14.51, 8.92, 4.66], [15.17, 7.52, 3.80], [14.05, 8.53, 2.98], [10.05, 7.64, 6.25], [10.68, 6.04, 5.92], [9.01, 6.49, 5.37], [11.91, 9.83, 4.57]], "lowdin_charge": [1.706, 0.011, -0.657, -0.257, -0.055, 0.068, 0.062, 0.069, -0.013, -0.722, 0.051, -0.341, 0.057, 0.076, 0.052, -0.135, -0.167, 0.083, 0.079, 0.082, 0.035, -0.053, 0.030, -0.006, -0.060, -0.011, 0.027, -0.069, -0.013, 0.000, -0.061, 0.009, 0.030, -0.035, 0.069, 0.042, -0.065, 0.027, 0.023, -0.038, -0.527, -0.129, -0.176, -0.135, -0.510, -0.090, -0.016, -0.004, -0.033, -0.029, 0.076, 0.082, 0.095, 0.129, 0.111, 0.089, 0.113, 0.100, 0.124, 0.087, 0.078, 0.064, 0.078, 0.059, 0.095, 0.085, 0.089, 0.066, 0.070, -0.031, -0.529, -0.147, -0.161, -0.149, -0.559, -0.093, -0.005, -0.016, -0.032, -0.012, 0.089, 0.080, 0.083, 0.121, 0.102, 0.108, 0.111, 0.108, 0.123, 0.072, 0.082, 0.084, 0.089, 0.091, 0.071, 0.082, 0.071, 0.084, 0.110]}

[2]
{"formula": "C2H6N2S", "method": "ωB97M-V/def2-TZVPD", "lumo_ev": 0.711, "relative_energy_kcal_mol": 32.2, "species": ["C", "C", "S", "N", "N", "H", "H", "H", "H", "H", "H"], "xyz": [[1.11, -0.62, 0.68], [-0.20, 0.09, 0.85], [-0.85, 0.48, 2.35], [-0.94, 0.44, -0.22], [-0.81, 0.43, -1.56], [1.81, 0.03, 0.15], [0.94, -1.56, 0.10], [1.58, -0.89, 1.59], [-1.87, 0.94, -0.05], [-0.23, 1.14, -2.01], [-0.54, -0.48, -1.88]], "lowdin_charge": [-0.104, -0.854, 0.568, -0.172, 0.007, 0.078, 0.093, 0.052, 0.153, 0.096, 0.083]}

[3]
{"formula": "C17H14BrF6N3O", "method": "ωB97M-V/def2-TZVPD", "lumo_ev": 0.019, "species": ["C", "C", "N", "C", "O", "N", "C", "C", "C", "C", "C", "C", "F", "F", "F", "C", "C", "C", "N", "C", "C", "C", "C", "Br", "C", "F", "F", "F", "H", "H", "H", "H", "H", "H", "H", "H", "H", "H", "H", "H", "H", "H"], "xyz": [[2.16, -1.26, 2.04], [1.12, -2.26, 1.57], [-0.02, -2.14, 2.42], [-1.23, -1.77, 1.91], [-2.14, -2.49, 2.15], [-1.53, -0.72, 1.02], [-0.77, 0.48, 0.73], [0.00, 0.38, -0.59], [-0.76, -0.02, -1.73], [-0.01, -0.21, -2.94], [1.38, 0.04, -2.99], [2.07, -0.31, -4.31], [3.41, -0.28, -4.28], [1.62, 0.51, -5.26], [1.78, -1.64, -4.67], [2.08, 0.53, -1.93], [1.40, 0.77, -0.77], [-1.65, 1.80, 0.71], [-2.66, 1.80, -0.20], [-3.51, 2.90, -0.29], [-3.41, 3.96, 0.62], [-2.22, 4.11, 1.27], [-1.36, 3.00, 1.42], [0.20, 3.23, 2.57], [1.56, -3.68, 1.40], [0.80, -4.09, 0.33], [2.88, -3.68, 1.14], [1.33, -4.46, 2.45], [1.71, -0.39, 2.55], [2.73, -0.93, 1.14], [2.88, -1.77, 2.77], [0.77, -1.91, 0.55], [-0.15, -2.90, 3.11], [-2.52, -0.75, 0.72], [0.01, 0.57, 1.48], [-1.82, -0.28, -1.77], [-0.67, -0.44, -3.72], [3.15, 0.61, -2.12], [1.94, 1.20, 0.10], [-4.39, 2.80, -0.92], [-4.17, 4.73, 0.52], [-1.95, 5.00, 1.81]], "lowdin_charge": [-0.036, -0.303, 0.106, -0.554, 0.088, 0.126, -0.245, -0.143, 0.006, 0.015, -0.131, -0.540, 0.136, 0.161, 0.081, -0.036, -0.014, -0.206, 0.110, -0.082, -0.068, -0.127, -0.539, 0.715, -0.574, 0.126, 0.153, 0.171, 0.079, 0.080, 0.112, 0.164, 0.161, 0.159, 0.083, 0.114, 0.100, 0.127, 0.114, 0.105, 0.107, 0.100]}

[4]
{"formula": "C4H7N3O2", "method": "ωB97M-V/def2-TZVPD", "lumo_ev": 0.885, "relative_energy_kcal_mol": 83.2, "species": ["C", "O", "N", "C", "C", "N", "N", "C", "O", "H", "H", "H", "H", "H", "H", "H"], "xyz": [[0.72, 2.32, -0.24], [0.72, 1.08, 0.47], [-0.19, 0.17, 0.00], [0.00, -1.27, 0.03], [1.38, -1.85, 0.52], [-1.11, -1.83, -0.21], [-2.02, -0.86, -0.38], [-1.54, 0.41, -0.18], [-2.16, 1.44, -0.24], [1.45, 2.32, -1.09], [1.14, 3.04, 0.53], [-0.40, 2.43, -0.49], [2.16, -1.47, 0.00], [1.20, -2.95, 0.53], [1.54, -1.84, 1.60], [-2.89, -1.13, -0.85]], "lowdin_charge": [-0.057, -0.107, 0.017, -0.242, 0.023, 0.075, 0.071, -0.501, 0.055, 0.092, 0.112, 0.097, 0.029, 0.087, 0.081, 0.171]}

[5]
{"formula": "C15H31ClP2Pd", "method": "ωB97M-V/def2-TZVPD", "spin_multiplicity": 3, "s2": 2.007, "lumo_ev": [-0.312, -0.346], "relative_energy_kcal_mol": 4.0, "species": ["P", "P", "C", "C", "H", "H", "H", "H", "C", "H", "H", "H", "C", "H", "H", "H", "C", "H", "H", "H", "C", "H", "H", "H", "Pd", "C", "C", "C", "C", "C", "C", "C", "C", "C", "H", "H", "H", "H", "H", "H", "H", "H", "H", "H", "H", "H", "H", "H", "H", "Cl"], "xyz": [[-0.19, -1.67, -1.15], [0.53, 2.19, -1.16], [-0.45, -0.23, -2.24], [0.75, 0.76, -2.27], [-1.41, 0.27, -1.99], [-0.58, -0.67, -3.25], [1.70, 0.24, -2.06], [0.83, 1.18, -3.28], [-0.68, 3.20, -2.09], [-0.93, 4.10, -1.50], [-1.60, 2.64, -2.30], [-0.20, 3.51, -3.02], [2.02, 3.16, -1.05], [2.03, 3.82, -1.93], [2.91, 2.52, -1.07], [2.00, 3.77, -0.14], [-1.72, -2.66, -1.51], [-1.75, -3.53, -0.85], [-1.68, -3.01, -2.55], [-2.66, -2.10, -1.38], [0.99, -2.68, -2.13], [1.87, -2.09, -2.43], [0.50, -3.03, -3.05], [1.33, -3.55, -1.57], [1.22, 0.55, 4.78], [-0.49, 1.74, 0.21], [-1.76, 0.99, 0.06], [-2.17, -0.25, 0.70], [-1.14, -1.21, 1.43], [-0.06, -1.89, 0.60], [1.15, -1.22, 0.10], [1.63, 0.10, 0.70], [0.62, 1.14, 1.18], [0.49, -1.27, 5.00], [-0.75, 2.72, 0.66], [-2.58, 1.54, -0.43], [-2.71, -0.79, -0.09], [-2.94, -0.03, 1.46], [-0.70, -0.67, 2.27], [-1.73, -2.00, 1.92], [0.08, -2.95, 0.84], [2.03, -1.86, -0.09], [2.39, 0.54, 0.03], [2.22, -0.18, 1.59], [0.12, 0.78, 2.08], [1.22, 1.96, 1.63], [1.30, -1.85, 5.49], [0.36, -1.57, 3.94], [-0.45, -1.29, 5.58], [-0.97, 0.85, 4.32]], "lowdin_charge": [0.740, 0.930, -0.281, -0.279, 0.071, 0.103, 0.087, 0.098, -0.174, 0.074, 0.059, 0.055, -0.148, 0.068, 0.069, 0.078, -0.197, 0.060, 0.033, 0.031, -0.181, 0.054, 0.043, 0.068, 0.115, -0.378, -0.111, -0.189, -0.169, -0.355, -0.349, -0.214, -0.229, -0.423, 0.142, 0.118, 0.081, 0.129, 0.008, 0.126, 0.126, 0.107, 0.078, 0.110, -0.006, 0.110, -0.047, -0.060, -0.053, -0.128]}

Number 1: maximum force 2.99 eV Å⁻¹. Number 2: maximum force 4.21 eV Å⁻¹. Number 3: maximum force 4.12 eV Å⁻¹. Number 4: maximum force 5.85 eV Å⁻¹. Number 5: maximum force 3.66 eV Å⁻¹.